Record 1
DFT (ωB97M-V/def2-TZVPD) results for a structure of composition C10H22N2O9V in a non-equilibrium geometry.

Structure (XYZ):
```
44
Properties=species:S:1:pos:R:3
O -22.396 -21.123 20.272
V -21.083 -21.939 20.042
C -20.231 -22.115 22.585
O -20.092 -21.071 21.930
O -20.935 -22.939 22.020
O -19.127 -22.690 22.668
C -18.567 -23.134 19.484
O -19.739 -23.705 19.516
O -17.825 -23.532 20.388
O -18.744 -21.950 19.654
C -22.306 -21.416 15.902
C -22.369 -21.640 17.453
C -22.984 -23.036 17.787
O -22.772 -23.279 19.222
C -23.486 -24.526 19.538
N -21.006 -21.488 17.948
H -23.172 -21.836 15.390
H -21.440 -21.909 15.459
H -22.239 -20.336 15.769
H -22.941 -20.802 17.851
H -22.254 -23.689 17.310
H -23.893 -23.363 17.283
H -23.070 -24.833 20.497
H -23.096 -25.159 18.740
H -24.568 -24.393 19.562
H -20.450 -22.172 17.455
H -20.681 -20.642 17.503
C -25.707 -20.607 19.776
C -25.330 -19.543 20.815
C -25.557 -18.074 20.350
O -25.317 -17.159 21.342
C -24.022 -16.694 21.504
N -26.303 -19.805 21.875
H -25.113 -20.484 18.871
H -26.772 -20.633 19.546
H -25.571 -21.657 20.035
H -24.431 -19.600 21.429
H -26.614 -17.976 20.101
H -25.180 -17.788 19.368
H -24.022 -15.769 20.927
H -23.154 -17.319 21.296
H -23.940 -16.365 22.541
H -27.244 -19.845 21.511
H -26.307 -19.018 22.508
```

The HOMO energy (spin up / spin down) comes out at 1.38 / 1.24 eV. As for the orbital gap (spin up / spin down): 2.89 / 3.03 eV. Its expectation value of S² is 0.778. Its largest force on an atom is 0.2383 hartree/bohr. As for the total charge: -2. For the energy above the lowest of the compared OMol25 structures with the same formula, charge and spin, the calculation gives 56.7 kcal per mole. As for the spin multiplicity: 2.



Record 2
DFT (ωB97M-V/def2-TZVPD) results for a cluster of 2 separate species, C10H22N3O2 in total in a non-equilibrium geometry.

Structure (XYZ):
```
37
Properties=species:S:1:pos:R:3
C -1.548 -2.595 -1.110
C -0.452 -3.110 -1.054
C -0.988 -0.225 1.674
C 2.266 -0.298 -0.207
C 1.877 1.732 1.465
C -3.237 -0.363 0.663
C 0.471 -0.466 1.432
C 0.513 1.553 -0.566
C -0.620 1.284 -2.701
C 1.281 0.657 0.559
N -1.926 -0.301 0.540
N -1.109 1.157 2.165
N 0.821 -3.311 -0.743
O 0.488 1.837 -3.311
O -0.401 0.656 -1.481
H -2.576 -2.657 -1.518
H -1.380 -1.000 2.321
H 3.275 0.070 -0.341
H 1.959 -0.562 -1.238
H 2.441 -1.261 0.379
H 1.255 2.139 2.398
H 2.944 1.469 1.816
H 2.016 2.742 0.946
H -3.589 -0.609 1.688
H -3.885 -0.179 -0.088
H 0.588 -1.502 0.968
H 0.993 -0.436 2.424
H -0.019 2.418 -0.217
H 1.253 1.921 -1.183
H -1.090 0.404 -3.299
H -1.464 2.019 -2.462
H -2.025 1.379 2.693
H -0.403 1.462 2.734
H -1.405 0.229 -0.243
H 1.481 -3.300 -1.494
H 1.046 -4.090 -0.131
H 1.149 1.138 -3.476
```

The HOMO energy (spin up / spin down) comes out at -9.54 / -12.54 eV. As for the orbital gap (spin up / spin down): 6.54 / 4.75 eV. Its expectation value of S² is 2.014. Its largest force on an atom is 0.1551 hartree/bohr. As for the total charge: +1. For the energy above the lowest of the compared OMol25 structures with the same formula, charge and spin, the calculation gives 86.2 kcal per mole. As for the spin multiplicity: 3.



Record 3
DFT (ωB97M-V/def2-TZVPD) results for a cluster of 2 separate species, C10H22N4O in total in a non-equilibrium geometry.

Structure (XYZ):
```
37
Properties=species:S:1:pos:R:3
C 1.737 1.148 -1.437
C -3.352 -3.208 1.603
C -2.162 -3.599 1.166
C 2.820 2.699 -0.299
C 1.478 2.501 0.448
C -0.380 3.189 -1.861
C -0.858 -2.945 1.537
C -0.762 -1.537 -0.532
C -0.094 -2.597 0.257
C -0.587 1.970 -0.991
N 2.799 1.780 -1.380
N 1.322 -2.173 0.541
N 0.747 1.467 -0.360
N 0.527 0.347 0.450
O -1.472 2.115 0.047
H 1.483 0.409 -2.173
H -4.246 -3.744 1.336
H -3.478 -2.361 2.256
H -2.074 -4.460 0.518
H 2.943 3.708 -0.702
H 3.698 2.499 0.319
H 1.637 2.105 1.453
H 0.894 3.415 0.524
H -0.107 4.071 -1.286
H 0.371 3.015 -2.626
H -1.320 3.404 -2.367
H -0.279 -3.660 2.129
H -1.038 -2.057 2.143
H -1.771 -1.254 -0.287
H -0.407 -1.333 -1.528
H -0.060 -3.507 -0.365
H -0.903 1.109 -1.598
H 1.973 -2.422 -0.211
H 1.666 -2.595 1.412
H 1.257 -1.096 0.625
H -0.268 0.556 1.053
H -1.732 3.041 0.186
```

The HOMO energy (spin up / spin down) comes out at -16.07 / -16.10 eV. As for the orbital gap (spin up / spin down): 6.86 / 7.49 eV. Its largest force on an atom is 0.0508 hartree/bohr. As for the total charge: +2. For the energy above the lowest of the compared OMol25 structures with the same formula, charge and spin, the calculation gives 48.8 kcal per mole.



Record 4
DFT (ωB97M-V/def2-TZVPD) results for the ion C10H22N5O with charge +1 in a non-equilibrium geometry.

Structure (XYZ):
```
38
Properties=species:S:1:pos:R:3
C 4.015 -0.987 0.157
C 2.587 -1.562 0.203
C 1.754 -1.261 -1.074
C 0.738 -2.420 -1.258
C -0.466 -2.009 -2.154
C -1.560 -1.366 -1.381
N -1.389 -0.143 -0.927
C -2.554 0.163 -0.305
N -2.706 1.346 0.243
O -3.900 1.663 0.869
C -1.685 2.387 0.265
C -0.838 2.302 1.564
C 0.564 2.908 1.315
N 1.612 2.368 2.212
N -3.404 -0.849 -0.380
N -2.754 -1.821 -1.076
H 4.607 -1.516 0.913
H 4.508 -1.151 -0.804
H 4.019 0.066 0.453
H 2.047 -1.142 1.059
H 2.648 -2.653 0.275
H 1.246 -0.293 -1.030
H 2.434 -1.272 -1.933
H 0.434 -2.870 -0.308
H 1.278 -3.201 -1.805
H -0.091 -1.246 -2.841
H -0.814 -2.870 -2.731
H -4.081 1.000 1.558
H -2.214 3.344 0.271
H -1.060 2.377 -0.625
H -0.730 1.257 1.882
H -1.365 2.840 2.358
H 0.506 3.999 1.394
H 0.875 2.681 0.288
H 1.152 1.931 3.006
H 2.052 1.613 1.693
H -4.344 -0.888 -0.016
H -3.121 -2.727 -1.328
```

The HOMO energy comes out at -11.93 eV. As for the orbital gap: 8.88 eV. Its largest force on an atom is 0.0423 hartree/bohr. As for the total charge: +1. As for the SMILES: CCCCCc1nc(N(O)CCCN)[nH][nH+]1. For the energy above the lowest of the compared OMol25 structures with the same formula, charge and spin, the calculation gives 37.5 kcal per mole.



Record 5
DFT (ωB97M-V/def2-TZVPD) results for an isolated molecule of C10H22O3Si in a non-equilibrium geometry.

Structure (XYZ):
```
36
Properties=species:S:1:pos:R:3
O -0.590 -2.780 -0.108
O -0.776 -4.423 1.317
O -0.117 0.648 1.427
C -0.837 -3.081 1.045
C 1.036 -0.282 -2.025
C -0.334 1.616 -2.693
C -1.497 -0.266 -1.332
C 0.758 -0.477 1.577
C -1.014 -2.110 2.196
C 0.309 -1.486 2.576
C -0.828 3.050 0.357
C 2.079 1.941 0.213
C -0.197 0.569 -1.577
Si 0.293 1.570 0.062
H -0.557 -4.930 0.501
H 0.993 -1.297 -1.667
H 1.959 -0.086 -1.493
H 1.090 -0.423 -3.087
H 0.578 2.248 -2.705
H -0.529 1.217 -3.745
H -1.042 2.330 -2.302
H -1.450 -1.144 -1.919
H -2.350 0.324 -1.732
H -1.602 -0.573 -0.235
H 0.692 -1.000 0.618
H 1.784 -0.175 1.679
H -1.568 -1.262 1.827
H -1.560 -2.648 2.971
H 0.171 -0.969 3.492
H 1.003 -2.316 2.766
H -1.597 2.764 1.157
H -1.343 3.409 -0.510
H -0.217 3.866 0.775
H 2.651 1.328 0.903
H 2.139 2.921 0.497
H 2.469 1.927 -0.826
```

The HOMO energy comes out at -9.17 eV. As for the orbital gap: 9.92 eV. Its largest force on an atom is 0.0568 hartree/bohr. As for the SMILES: CC(C)(C)[Si](C)(C)OCCCC(=O)O. For the energy above the lowest of the compared OMol25 structures with the same formula, charge and spin, the calculation gives 39.2 kcal per mole.



Record 6
DFT (ωB97M-V/def2-TZVPD) results for an isolated molecule of C10H22P2 in a non-equilibrium geometry.

Structure (XYZ):
```
34
Properties=species:S:1:pos:R:3
C -1.116 1.836 -0.179
C -0.212 2.996 -0.423
C 3.570 -1.230 -0.655
C 2.725 1.086 -0.286
C 2.401 -0.649 1.477
C -1.951 -2.247 0.139
C -3.191 -0.279 1.024
C -2.889 -0.560 -1.452
C 2.455 -0.390 -0.027
C -2.254 -0.769 -0.079
P 0.855 -1.054 -0.815
P -0.628 0.194 -0.038
H -2.018 2.082 0.363
H 0.586 2.740 -1.112
H 0.229 3.394 0.493
H -0.801 3.798 -0.864
H 3.635 -1.040 -1.725
H 4.529 -0.984 -0.202
H 3.382 -2.292 -0.509
H 2.013 1.699 0.260
H 2.653 1.315 -1.348
H 3.729 1.345 0.053
H 1.608 -0.059 1.937
H 2.206 -1.701 1.680
H 3.349 -0.378 1.942
H -1.317 -2.630 -0.658
H -1.440 -2.401 1.088
H -2.877 -2.821 0.147
H -4.056 -0.937 1.090
H -3.556 0.725 0.821
H -2.688 -0.279 1.990
H -3.081 0.496 -1.630
H -2.223 -0.924 -2.233
H -3.831 -1.102 -1.517
```

The HOMO energy (spin up / spin down) comes out at -6.98 / -6.98 eV. As for the orbital gap (spin up / spin down): 6.69 / 6.69 eV. Its largest force on an atom is 0.0364 hartree/bohr. As for the SMILES: C/C=P(=P\C(C)(C)C)/C(C)(C)C. For the energy above the lowest of the compared OMol25 structures with the same formula, charge and spin, the calculation gives 0.0 kcal per mole.